C7H9NO2 | ωB97M-V with the def2-TZVPD basis set

```
19
Properties=species:S:1:pos:R:3:forces:R:3
C -2.48858 0.68389 -2.72575 -1.1721 0.3806 -1.7313
C -1.62173 0.65100 -1.93272 1.6883 -0.8665 1.3391
C -0.44070 0.51799 -1.10889 -0.5422 -1.5573 2.2304
C 0.70234 1.19690 -1.72522 1.0063 1.9172 -0.3633
O 1.76598 1.30840 -1.17768 -0.0202 0.0110 -0.3808
C -0.70027 0.88053 0.36747 2.6220 0.7478 -0.6443
C -0.57719 -0.41759 1.14026 -0.5931 0.6493 -1.2089
N 0.27540 -1.26287 0.33017 -0.4471 0.0228 0.6943
C 1.70948 -1.18961 0.56261 -1.9788 0.5085 0.7184
O 0.03439 -0.86605 -1.01073 -0.9444 -0.4406 -0.6228
H -3.03589 0.79281 -3.61520 -0.7703 -0.0338 -0.2295
H 0.45936 1.67763 -2.69215 0.4465 -0.1351 -0.1976
H -1.62649 1.29612 0.46137 -2.6417 0.9965 0.2984
H -0.01479 1.66304 0.64539 0.6054 0.1254 0.3042
H -0.32953 -0.27528 2.18418 0.4995 -0.2945 0.0304
H -1.59781 -0.73270 1.05348 -0.5058 -1.2115 0.4536
H 2.01591 -1.72750 -0.26217 1.8157 -1.0155 -1.3838
H 2.10229 -0.21867 0.66540 0.5497 1.4279 -0.4545
H 1.88429 -1.65150 1.48761 0.3821 -1.2324 1.1479
```
Positions in Å, forces in eV/Å.

Computed properties:
LUMO level: 0.51 eV
SMILES: C#C[C@@]1(C=O)CCN(C)O1
Calculated total energy: -12984.74826 eV
Relative energy (zero: lowest compared OMol25 entry of this formula, charge and spin): 132.5 kcal/mol
HOMO: -8.8 eV

Atomic partial charges in e from the Löwdin method, atoms 1 to 8: 0.160, -0.052, -0.422, -0.179, 0.095, -0.074, -0.128, -0.154

---

C7H9NO2S | ωB97M-V with the def2-TZVPD basis set

```
20
Properties=species:S:1:pos:R:3:forces:R:3
C -2.96166 -1.65692 1.06201 2.6746 0.3792 -4.3142
C -2.32796 -1.55270 0.03855 -1.0911 -0.3959 2.5609
C 0.85434 0.18516 0.23569 -0.8357 0.3956 -1.7321
C -1.31144 -1.18810 -0.85862 3.3667 1.0389 -2.6570
C 1.93695 -0.44648 1.12987 -3.3966 0.3068 0.7292
C 3.40806 -0.64152 -0.82107 -1.1568 1.2127 0.6209
C -1.59188 2.23779 0.74118 0.6797 2.6055 1.7194
N -0.45516 -0.07402 -0.27383 -0.7847 1.7833 -0.2511
O 1.19936 1.35729 0.12334 0.5306 -0.1013 0.8590
O 3.04883 -0.53990 0.60864 3.5090 -1.6676 -0.8495
S -1.21564 1.48423 -0.78212 0.0796 -1.4169 -0.7700
H -3.61932 -1.82062 1.76827 -2.7865 -0.6491 3.2883
H -0.53504 -1.97513 -1.12375 -1.4082 0.3723 0.2794
H -1.74754 -0.74683 -1.85742 0.9078 -1.0581 1.8546
H 3.41664 -1.65253 -1.15796 0.4504 -0.9474 0.3832
H 4.36342 -0.12238 -0.92912 -0.4463 -0.1034 -0.1822
H 2.54249 -0.20793 -1.29511 0.2388 0.7160 -0.7984
H -2.52306 2.81963 0.80055 -0.1725 -0.6596 -0.6808
H -0.85709 3.03733 1.07643 -0.2718 -1.1899 -0.5715
H -1.62431 1.50361 1.51447 -0.0870 -0.6212 0.5119
```
Positions in Å, forces in eV/Å.

Computed properties:
LUMO level: 0.44 eV
Calculated total energy: -23817.56218 eV
Relative energy (zero: lowest compared OMol25 entry of this formula, charge and spin): 170.7 kcal/mol
HOMO: -8.4 eV

Atomic partial charges in e from the Löwdin method, atoms 1 to 8: 0.166, -0.137, -0.501, -0.274, 0.016, 0.030, -0.438, -0.278

---

C7H9NO3 | ωB97M-V with the def2-TZVPD basis set

```
20
Properties=species:S:1:pos:R:3:forces:R:3
C 0.20174 0.14112 2.14918 -1.5590 0.6825 4.3502
C -0.08763 0.41203 0.67126 -3.6486 -1.2357 0.5488
C -1.52773 0.52751 0.27645 1.3499 0.7918 2.6632
C -1.87637 0.96166 -1.01598 -4.1336 -3.2085 -0.5849
C -0.99218 0.75669 -2.02672 5.8116 -2.1072 -1.3188
C 0.44282 0.46095 -1.71065 -2.3963 1.1654 4.3691
C 0.88440 0.20933 -0.31229 -2.3659 2.4234 -1.4781
H 1.74309 -0.93828 3.22556 -4.5566 -1.7637 -2.4288
H -0.16527 -1.82331 3.20658 3.9863 2.6259 -2.5118
H 0.98737 0.79171 2.67584 -1.4700 -0.0144 -1.5879
H -0.83537 0.25583 3.00835 2.6947 0.4598 -3.3151
H -2.31267 0.29448 1.18845 1.9696 1.0274 -2.7183
H -2.96616 0.65894 -1.51416 2.3527 1.4683 1.9430
H -0.37280 -0.20066 -3.64901 -3.9525 3.0587 0.9938
H 1.12360 -0.95605 -2.38923 1.2918 0.4587 -1.2230
H 2.91278 -0.85078 -0.49687 -3.5487 4.0225 2.5368
N 0.70618 -1.20663 2.51936 1.0485 -1.7239 4.0354
O -1.31082 0.42569 -3.34513 3.6199 -1.7736 0.0513
O 1.31172 -0.00958 -2.62819 -0.3046 -2.2695 -1.2620
O 2.13332 0.08936 0.16721 3.8109 -4.0877 -3.0630
```
Positions in Å, forces in eV/Å.

Computed properties:
LUMO level: -0.63 eV
Calculated total energy: -15028.59647 eV
Relative energy (zero: lowest compared OMol25 entry of this formula, charge and spin): 197.3 kcal/mol
HOMO: -8.2 eV

Atomic partial charges in e from the Löwdin method, atoms 1 to 8: -0.335, -0.171, -0.033, -0.078, -0.287, -0.210, -0.294, 0.170

---

C7H9NO3 | ωB97M-V with the def2-TZVPD basis set

```
20
Properties=species:S:1:pos:R:3:forces:R:3
C -2.28642 -1.64211 0.39786 0.0100 -0.9005 -1.5660
C -1.20871 -0.91950 -0.37791 1.9129 0.9427 -0.0158
C -1.55276 0.50673 -0.38250 -1.3391 -0.6855 -0.4096
C -0.90483 1.63362 -0.11843 -1.1084 -0.1314 -0.8844
C 0.46980 1.98414 -0.05328 3.0816 1.3700 0.3927
C 1.75709 1.48347 0.01525 -0.9244 0.0710 0.1947
C 2.39598 0.21717 0.16322 -3.3639 -0.3146 -0.5686
O 3.74902 0.09224 0.19741 -1.6731 -0.3051 -0.0558
N 1.56532 -0.82262 0.08660 0.1275 -2.3463 -0.2374
O 1.98774 -2.00304 -0.04375 0.1411 0.3370 0.0476
O 0.14744 -0.71509 0.40719 1.1063 -0.1940 0.8004
H -2.08262 -2.66531 0.44602 0.9614 -1.8408 0.2402
H -3.13596 -1.72606 -0.32552 0.1667 0.8766 0.8644
H -2.51399 -1.37879 1.39607 -0.3929 1.0785 0.7209
H -1.17334 -1.45776 -1.34863 0.9331 0.6327 0.4522
H -2.62303 0.59252 -0.42123 -0.5379 0.3886 -0.2001
H -1.67423 2.41142 -0.19123 1.0187 0.5287 0.4177
H 0.67444 3.06759 -0.04855 -0.9601 -0.2824 -0.2742
H 2.52231 2.19965 -0.11245 0.5580 1.1485 0.1760
H 3.88677 -0.85827 0.31387 0.2824 -0.3736 -0.0949
```
Positions in Å, forces in eV/Å.

Computed properties:
LUMO level (alpha / beta): -0.20 / -0.20 eV
SMILES: C[C@H]1\C=C/C=C\C(O)=[N+](\[O-])O1
Calculated total energy: -15030.54504 eV
Relative energy (zero: lowest compared OMol25 entry of this formula, charge and spin): 152.3 kcal/mol
HOMO (alpha / beta): -7.8 / -7.8 eV

Atomic partial charges in e from the Löwdin method, atoms 1 to 8: -0.046, -0.225, -0.095, -0.093, -0.062, -0.002, -0.279, 0.119

---

C7H9NO3S | ωB97M-V with the def2-TZVPD basis set

```
21
Properties=species:S:1:pos:R:3:forces:R:3
C -0.50514 -2.22327 -0.71487 -0.3907 -0.5662 -0.2486
C -1.56270 1.05073 -0.28656 -0.2634 -0.2348 -0.2417
C 0.55319 -1.85022 -1.74099 0.0594 -0.1898 -0.3830
C -0.29092 -0.82936 1.36724 -0.0077 1.5222 -0.8722
C 1.16429 -1.01737 -0.61622 0.0661 0.3919 -0.2471
C -0.24285 1.33607 0.18574 0.6232 -1.4036 0.6270
C 0.03416 2.37630 1.21276 0.1271 0.2486 -0.0574
N 0.14251 -1.44914 0.26790 0.3134 -0.0914 0.5806
O -1.46710 -2.91687 -0.63799 0.0098 0.1773 -0.0167
O -2.60052 1.45741 0.19357 -0.0918 0.1416 -0.0100
O 2.31637 1.39839 -0.28683 1.3379 0.5544 0.4086
S 1.08845 0.92852 -0.91656 -1.4665 -0.6411 0.1588
H -1.57987 0.35831 -1.15940 -0.1728 -0.0333 -0.0619
H 1.13419 -2.68104 -2.13418 -0.0119 -0.0436 0.0279
H 0.16508 -1.25712 -2.56961 -0.0242 0.0120 -0.0188
H 0.43121 -0.40494 2.04094 0.1678 -0.0102 0.1248
H -1.28012 -1.06306 1.71509 -0.2360 -0.0699 0.0447
H 2.19627 -1.16225 -0.30918 0.0491 0.1835 0.0058
H 1.09342 2.37004 1.46947 -0.0541 0.0443 0.0517
H -0.56842 2.21566 2.10342 -0.0635 -0.0262 0.0222
H -0.22151 3.36321 0.81629 0.0289 0.0343 0.1053
```
Positions in Å, forces in eV/Å.

Computed properties:
LUMO level (alpha / beta): -1.07 / -1.07 eV
Calculated total energy: -25869.03044 eV
Relative energy (zero: lowest compared OMol25 entry of this formula, charge and spin): 79.5 kcal/mol
HOMO (alpha / beta): -8.5 / -8.5 eV

Atomic partial charges in e from the Löwdin method, atoms 1 to 8: -0.410, -0.370, -0.035, 0.138, -0.298, -0.451, -0.093, -0.098

---

C7H9NO4 | ωB97M-V with the def2-TZVPD basis set

```
21
Properties=species:S:1:pos:R:3:forces:R:3
C -1.27234 0.20312 -2.37883 -4.1498 0.8317 -0.1627
C -0.32339 -0.32044 -1.48899 1.4019 -0.3680 -1.3113
C -2.38742 0.62417 -1.51902 2.3721 0.1469 -2.9907
C -0.79317 -0.12938 -0.22237 -0.8977 -0.1020 -1.4919
C 0.72829 -1.89231 0.88400 -2.4602 -0.9004 -0.7856
C 2.12130 1.57555 0.21723 -0.9354 -4.2564 -2.1667
C -0.30391 -0.71300 0.94790 -0.3161 -0.2804 1.0140
N -0.97399 -0.54552 2.05641 0.0590 -0.3940 1.5970
O 1.91671 -1.75128 0.97909 2.1799 0.7776 0.5904
O -0.00558 -2.86717 0.67393 0.0188 0.0454 0.1003
O -2.05236 0.49408 -0.24708 1.1052 -1.0476 0.4655
O 1.30847 0.80466 1.08006 0.3745 0.7631 1.7419
H -1.39174 0.17513 -3.53067 0.6409 0.0713 2.3711
H 0.65895 -0.79766 -1.83701 -1.7028 0.7051 1.0501
H -3.33365 1.14904 -1.76185 0.8521 -0.5930 0.3380
H 1.55562 2.39134 -0.06251 -0.9182 1.9937 -0.4186
H 2.24237 0.92155 -0.71911 0.1151 1.0646 0.7717
H 3.08825 1.78923 0.52795 1.6314 0.5745 1.1305
H -0.58634 -0.93056 2.94387 -0.7894 0.4038 -1.2155
H -1.91507 -0.14750 2.05362 0.6920 0.0027 0.1180
H 1.71901 -0.03304 1.40336 0.7270 0.5613 -0.7455
```
Positions in Å, forces in eV/Å.

Computed properties:
LUMO level: -0.27 eV
Calculated total energy: -17082.29885 eV
Relative energy (zero: lowest compared OMol25 entry of this formula, charge and spin): 52.4 kcal/mol
HOMO: -9.1 eV

Atomic partial charges in e from the Löwdin method, atoms 1 to 8: -0.023, -0.009, -0.077, -0.222, -0.686, -0.098, -0.163, 0.227

---

C7H9NO4S | ωB97M-V with the def2-TZVPD basis set

```
22
Properties=species:S:1:pos:R:3:forces:R:3
O -4.08779 0.65003 -0.60434 0.2321 0.7043 0.4357
C -3.24734 -0.19509 -0.72945 -1.6768 -0.3208 -0.7764
C -3.57448 -1.59271 -1.15890 2.9041 0.0281 -1.3246
C -2.23092 -2.35000 -1.20045 -1.3407 0.8198 0.9060
O -2.03702 -3.52511 -1.26621 0.3727 0.4634 -0.1686
C -1.19658 -1.19038 -1.01453 0.4128 -1.4312 -0.4314
O -0.02149 -1.29501 -1.20868 0.2913 0.3930 0.1818
N -1.90224 -0.07333 -0.62482 1.4700 0.2166 -0.2291
H -4.32469 -1.98868 -0.60841 -2.1668 -1.4983 1.9581
H -3.92788 -1.59035 -2.16532 -0.3641 0.3182 -0.9575
H -1.37502 0.78688 -0.53387 -0.2449 0.1652 0.3543
C 4.37863 1.36593 1.08789 -0.4014 1.1566 1.1241
C 3.12033 1.91112 0.99517 5.0655 -0.7461 1.8018
C 2.04416 1.28850 0.25539 -0.8332 -0.8374 2.1821
S 0.48850 1.19482 1.25744 0.5034 1.9645 -1.2559
O 0.69426 -0.09624 2.20102 -1.0943 -1.7160 0.3112
H 5.28612 1.68623 1.66496 -1.4664 1.0807 -0.2349
H 4.77030 0.45779 0.72365 -0.8180 -1.4614 -1.1720
H 3.06777 2.86941 1.51437 -0.7905 -0.1548 -0.2910
H 1.83851 2.01695 -0.44396 -1.1728 1.0475 -2.3458
H 2.32996 0.31887 -0.10695 -0.1496 -0.3157 -0.5402
H -0.09307 -0.64963 1.96599 1.2678 0.1240 0.4723
```
Positions in Å, forces in eV/Å.

Computed properties:
LUMO level: -0.58 eV
SMILES: O=C1CC(=O)C(=O)N1.C=CCSO
Calculated total energy: -27918.04775 eV
Relative energy (zero: lowest compared OMol25 entry of this formula, charge and spin): 26.1 kcal/mol
HOMO: -8.9 eV

Atomic partial charges in e from the Löwdin method, atoms 1 to 8: 0.125, -0.470, 0.016, -0.249, 0.165, -0.372, 0.137, 0.182

---

C7H9O2S | ωB97M-V with the def2-TZVPD basis set

```
19
Properties=species:S:1:pos:R:3:forces:R:3
C 0.39653 -1.33390 -1.99805 1.4489 4.1191 3.9829
S 2.01862 -1.44694 -1.03952 -0.6834 -0.0430 -0.5692
C 1.60027 -0.57214 0.45770 -2.0083 0.3578 0.4686
C 0.57025 -1.05295 1.52324 0.5660 1.0548 -2.5194
C 0.31642 0.37412 1.15717 0.4953 -0.6640 1.7722
O 0.77041 1.24343 2.00308 -0.7171 0.4921 -1.1479
C -1.05389 0.69087 0.35848 2.2793 0.9173 0.1990
C -0.77006 1.87528 -0.56057 -0.6268 -3.2065 -2.4430
C -2.22568 0.51886 0.89506 0.1440 -1.0260 -0.0844
O -3.27852 0.18767 1.30014 -0.0137 0.2996 0.0733
H 0.50216 -1.96740 -2.76329 -0.0921 -2.3600 -2.9442
H 0.26566 -0.23745 -2.25727 -0.0254 -1.4969 -0.0504
H -0.27708 -1.58303 -1.19659 -0.8425 -0.3369 -0.3969
H 2.47496 -0.13198 0.88732 0.3242 0.2437 0.1007
H 0.94274 -1.23046 2.48805 0.0967 -0.5460 1.2865
H -0.19190 -1.63024 1.05859 -0.4246 -1.2507 0.1170
H 0.18125 1.62236 -1.13300 -1.3272 0.4194 0.4906
H -0.58377 2.66944 0.04414 0.5223 2.6524 1.4808
H -1.65835 2.00444 -1.22469 0.8844 0.3739 0.1838
```
Positions in Å, forces in eV/Å.

Computed properties:
LUMO level: 3.32 eV
SMILES: CS[C@@H]1C[C@]1([O-])C(C)=C=O
Calculated total energy: -22332.37898 eV
Relative energy (zero: lowest compared OMol25 entry of this formula, charge and spin): 96.4 kcal/mol
HOMO: -2.7 eV
Total charge: -1

Atomic partial charges in e from the Löwdin method, atoms 1 to 8: -0.353, 0.702, -0.527, -0.143, -0.581, -0.163, -0.196, -0.066

---

C7H9P | ωB97M-V with the def2-TZVPD basis set

```
17
Properties=species:S:1:pos:R:3:forces:R:3
C -0.81436 -3.18503 -0.66901 -0.2302 0.7858 1.7674
C -0.96865 -1.74140 -0.40477 -0.7629 1.5597 0.0445
C -1.14894 -0.54588 -0.18130 -0.1367 -1.5046 -1.5742
P -1.42216 1.25249 -0.02790 1.5578 -1.2953 0.5078
C -0.14548 1.17257 1.38404 0.5342 -2.3794 -2.2027
C 1.15369 1.56716 0.81211 2.4969 1.9408 0.0531
C 1.21015 1.97420 -0.47296 0.1818 -1.7361 0.6810
C -0.07934 1.96282 -1.21206 -0.7462 -1.2029 2.4348
H -0.41676 -3.68064 0.21880 -0.0832 -0.1159 -0.1453
H -1.64801 -3.72083 -1.05016 -1.6580 -0.0332 0.4329
H -0.20574 -3.38922 -1.47438 2.2748 0.0961 -1.5980
H -0.05516 0.10877 1.71994 -0.3107 0.9424 -0.0753
H -0.36076 1.75030 2.17064 -1.0989 2.2256 3.1781
H 2.06043 1.76339 1.52609 -1.5803 -0.9584 -1.4461
H 2.12396 1.98365 -1.06967 0.0273 0.7546 0.4875
H -0.42303 2.92382 -1.40319 -0.5384 1.9218 -0.6751
H -0.08130 1.39147 -2.07646 0.0728 -1.0011 -1.8704
```
Positions in Å, forces in eV/Å.

Computed properties:
LUMO level: 1.01 eV
SMILES: CC#CP1CC=CC1
Calculated total energy: -16690.38560 eV
Relative energy (zero: lowest compared OMol25 entry of this formula, charge and spin): 42.9 kcal/mol
HOMO: -8.8 eV

Atomic partial charges in e from the Löwdin method, atoms 1 to 8: -0.108, -0.119, -0.279, 0.972, -0.376, -0.184, -0.169, -0.342

---

Number 1: M 139.15 g mol⁻¹. Number 2: M 171.22 g mol⁻¹. Number 3: M 155.15 g mol⁻¹. Number 4: M 155.15 g mol⁻¹. Number 5: M 187.22 g mol⁻¹. Number 6: M 171.15 g mol⁻¹. Number 7: M 203.22 g mol⁻¹. Number 8: M 157.21 g mol⁻¹. Number 9: M 124.12 g mol⁻¹.